[1]
{"formula": "C26H23Co2O7Si", "method": "ωB97M-V with the def2-TZVPD basis set", "de_lowest_ev": 0.188, "fmax_ev_per_a": 5.62, "charge": -1, "e_tot_ha": -4586.241837, "lumo_energy_ev": 2.4, "symbols": ["C", "Si", "C", "C", "O", "C", "C", "C", "C", "C", "C", "C", "C", "H", "H", "H", "H", "H", "H", "H", "H", "H", "H", "H", "H", "H", "H", "H", "H", "O", "C", "Co", "C", "O", "C", "O", "C", "C", "C", "C", "C", "C", "C", "C", "C", "Co", "C", "O", "C", "O", "C", "O", "H", "H", "H", "H", "H", "H", "H"], "positions_angstrom": [[1.6392, 2.5908, -2.5117], [1.6997, 0.7950, -3.0033], [1.0374, 0.4655, -4.6936], [3.3339, 0.0160, -2.6203], [0.6411, -0.1465, -2.0228], [-0.6541, -0.1758, -1.6842], [-1.1205, -1.1485, -0.6825], [-1.6068, 0.6199, -2.4430], [-2.5241, -0.0679, -3.2697], [-3.3823, 0.6478, -4.0968], [-3.3550, 2.0500, -4.0848], [-2.4931, 2.7370, -3.2187], [-1.6360, 2.0278, -2.3834], [2.5246, 3.0724, -2.9571], [0.7517, 3.1015, -2.9096], [1.6830, 2.7395, -1.4220], [1.6821, 0.9755, -5.4201], [1.0593, -0.6136, -4.8959], [0.0084, 0.8256, -4.8189], [4.1250, 0.5262, -3.1872], [3.5780, 0.0772, -1.5510], [3.3323, -1.0429, -2.9104], [-2.2190, -1.1877, -0.6211], [-0.6975, -2.1596, -0.8565], [-2.5051, -1.1623, -3.2645], [-4.0707, 0.1025, -4.7497], [-4.0436, 2.6118, -4.7189], [-2.4936, 3.8309, -3.1704], [-0.9722, 2.5477, -1.6864], [-2.2508, 1.8041, 0.5234], [-1.6931, 0.8471, 0.9977], [-0.1953, -0.2295, 0.6602], [1.2139, -1.2815, 0.6135], [2.1862, -1.8975, 0.5013], [0.4452, 1.3172, 1.1335], [0.8451, 2.3899, 1.3243], [-0.2437, -1.3943, 3.3403], [0.9254, -0.7623, 3.9163], [2.2131, -1.3184, 3.7219], [3.3409, -0.6721, 4.2219], [3.2122, 0.5613, 4.8755], [1.9449, 1.1403, 5.0471], [0.8093, 0.4928, 4.5521], [-1.2536, -1.0326, 2.5270], [-2.1923, 0.0236, 2.1922], [-1.1656, -2.8188, 2.7546], [-1.3097, -3.6635, 4.2907], [-1.3731, -4.1834, 5.3211], [-0.1205, -3.9286, 1.8195], [0.4619, -4.6918, 1.1766], [-2.5431, -3.1022, 1.6808], [-3.4324, -3.2960, 0.9645], [2.2936, -2.2533, 3.1631], [4.3189, -1.1326, 4.0722], [4.1055, 1.0727, 5.2432], [1.8302, 2.1023, 5.5581], [-0.1810, 0.9481, 4.6415], [-3.1846, -0.4280, 1.9739], [-2.3298, 0.7310, 3.0465]], "lowdin_charge": [-0.148, 0.453, -0.148, -0.150, -0.131, -0.286, -0.122, -0.179, -0.018, -0.088, -0.092, -0.073, -0.041, 0.035, 0.024, 0.039, 0.032, 0.045, 0.034, 0.032, 0.043, 0.043, 0.093, 0.099, 0.126, 0.101, 0.096, 0.107, 0.111, 0.029, -0.415, 0.120, -0.116, 0.120, -0.138, 0.105, -0.170, -0.211, -0.043, -0.097, -0.116, -0.099, -0.037, -0.281, -0.141, 0.020, -0.176, 0.063, -0.178, 0.074, -0.178, 0.080, 0.105, 0.096, 0.088, 0.096, 0.115, 0.123, 0.129]}

[2]
{"formula": "C26H23F2N2O2", "method": "ωB97M-V with the def2-TZVPD basis set", "de_lowest_ev": 0.000, "fmax_ev_per_a": 2.17, "charge": 1, "e_tot_ha": -1464.035668, "lumo_energy_ev": -4.6, "symbols": ["F", "C", "C", "C", "C", "C", "C", "C", "C", "C", "C", "C", "F", "C", "C", "H", "H", "H", "H", "H", "H", "H", "H", "H", "H", "C", "H", "C", "C", "N", "C", "C", "C", "C", "O", "C", "C", "C", "C", "C", "C", "N", "O", "H", "H", "H", "H", "H", "H", "H", "H", "H", "H", "H", "H"], "positions_angstrom": [[4.9042, -2.8561, -1.5691], [4.1318, -1.7483, -1.8601], [4.8013, -0.5365, -1.8934], [4.0196, 0.5775, -2.1983], [2.6536, 0.4464, -2.4706], [1.9831, -0.7921, -2.4755], [0.5436, -0.7576, -3.0155], [-0.2940, -1.9769, -3.4129], [-1.5490, -1.6652, -3.9547], [-2.4154, -2.6400, -4.4390], [-2.0903, -3.9909, -4.3582], [-0.8420, -4.2821, -3.8395], [-0.5352, -5.6122, -3.6665], [0.0907, -3.3288, -3.4006], [2.7439, -1.9119, -2.0802], [5.8752, -0.4433, -1.7273], [4.4573, 1.5714, -2.1995], [2.0571, 1.3251, -2.7108], [0.5541, -0.0588, -3.8681], [-1.8356, -0.6138, -4.0030], [-3.3717, -2.3414, -4.8500], [-2.7735, -4.7706, -4.6939], [1.0763, -3.6646, -3.0830], [2.3308, -2.9026, -1.9042], [-0.0409, -0.1542, -2.3460], [-0.3267, -1.9775, 1.0210], [-0.2842, -2.9910, 0.6137], [0.8231, -1.2107, 1.2691], [0.7214, 0.1174, 1.7035], [-0.4655, 0.5811, 2.2004], [-0.5519, 1.7430, 3.0208], [-1.4247, 1.7272, 4.1201], [-1.5143, 2.8282, 4.9537], [-0.8506, 4.0305, 4.5953], [-1.0712, 5.1104, 5.3878], [-0.6076, 6.4167, 4.9583], [-0.0248, 4.0624, 3.4515], [0.1740, 2.8972, 2.7179], [-1.6071, -0.1423, 1.9406], [-1.5592, -1.3015, 1.1797], [-2.7815, -1.4894, 0.3417], [-2.7187, -2.4748, -0.6207], [-3.7455, -0.7386, 0.4727], [1.8042, -1.6135, 1.0177], [1.5740, 0.7987, 1.7810], [-2.0069, 0.8370, 4.3522], [-2.0958, 2.7948, 5.8708], [-0.8566, 7.0690, 5.7961], [0.4750, 6.4088, 4.7821], [-1.1436, 6.7303, 4.0531], [0.4696, 4.9820, 3.1527], [0.8685, 2.8964, 1.8828], [-2.5388, 0.3472, 2.2257], [-1.8469, -2.9373, -0.8367], [-3.3628, -2.3741, -1.3851]], "lowdin_charge": [0.033, -0.236, -0.012, -0.068, -0.064, -0.192, -0.095, -0.200, -0.072, -0.074, -0.010, -0.245, 0.039, 0.039, 0.025, 0.127, 0.110, 0.113, 0.131, 0.120, 0.112, 0.128, 0.101, 0.100, 0.105, 0.054, 0.136, 0.014, 0.040, 0.023, -0.207, -0.003, 0.036, -0.245, -0.073, -0.035, 0.011, -0.001, 0.080, -0.080, -0.457, 0.203, 0.077, 0.125, 0.147, 0.126, 0.133, 0.100, 0.092, 0.104, 0.112, 0.118, 0.158, 0.085, 0.114]}